# 1
Below is a structure of composition C21H34N3OS5Sn, with properties calculated with wB97M-V/def2-TZVPD.

Its molar mass is 623.57 g/mol. The max |F| is 0.73 eV/A. Its net charge is +3. The HOMO energy is -16.623 eV. Its energy is -88830.486 eV.

Last column: Löwdin charge in e.
Geometry (Å):
H  4.844  1.474  -3.616  0.13
H  -2.364  -2.199  -1.631  0.08
C  0.813  -3.872  1.829  -0.01
C  2.748  5.094  0.378  0.01
C  4.326  -0.610  -3.669  0.02
H  -0.556  -4.188  -0.650  0.09
S  2.663  2.014  0.827  0.60
C  -2.864  -0.136  2.991  -0.45
H  -1.825  2.411  3.713  0.10
S  -1.015  -0.295  -2.033  0.82
C  -2.509  -1.142  -1.402  -0.43
C  3.144  4.554  -2.056  0.02
H  -3.329  -0.794  -2.029  0.10
C  3.210  1.004  -2.308  -0.24
H  -3.163  0.084  4.016  0.11
C  -2.115  2.191  -1.186  -0.46
H  -0.349  -5.707  0.230  0.12
H  -1.210  -4.066  3.600  0.10
S  -0.806  2.459  0.069  0.79
C  -1.422  -4.599  2.671  -0.03
C  2.551  -1.188  -2.204  -0.14
H  -2.411  3.181  -1.532  0.10
C  2.848  2.848  -0.663  -0.66
H  -2.713  -2.246  3.497  0.10
H  1.188  -4.834  2.176  0.11
N  3.044  2.357  -1.914  0.02
H  0.968  -3.146  2.629  0.10
H  -1.104  -5.632  2.811  0.12
C  -0.901  -4.768  0.209  -0.02
H  -2.973  1.722  -0.704  0.08
H  1.394  -3.582  0.953  0.09
H  -3.430  0.510  2.322  0.07
N  2.404  0.078  -1.783  -0.04
H  5.090  -0.867  -4.391  0.14
C  -2.829  -0.905  0.082  -0.37
H  -2.803  2.307  1.396  0.07
H  3.233  5.582  -2.363  0.15
S  -1.079  0.306  2.870  0.82
C  3.484  -1.578  -3.138  0.00
C  4.186  0.700  -3.245  0.04
H  3.579  4.993  1.074  0.11
H  2.714  6.115  0.010  0.11
H  -2.440  1.295  -3.107  0.10
H  -2.169  -0.154  0.516  0.01
C  -1.633  1.383  -2.379  -0.48
H  -0.197  2.477  3.039  0.08
H  1.868  -1.907  -1.764  0.10
H  -4.258  -1.759  2.802  0.12
Sn  0.975  0.175  0.232  0.93
C  -0.662  -4.005  1.500  -0.59
H  3.377  3.290  -3.842  0.14
N  2.914  4.184  -0.748  -0.09
H  -0.793  1.873  -2.873  0.09
C  -3.177  -1.606  2.745  -0.32
C  -1.810  2.711  1.591  -0.45
O  -1.128  -2.567  1.277  -0.42
H  -1.957  -5.011  0.075  0.09
S  -2.699  -2.366  1.154  1.18
C  3.229  3.427  -2.786  0.01
H  3.559  -2.612  -3.443  0.13
C  -1.211  2.119  2.860  -0.49
H  -1.901  3.790  1.709  0.10
H  -2.501  -4.618  2.492  0.08
H  1.825  4.858  0.903  0.09
H  -3.873  -0.606  0.210  0.12

***

# 2
Below is a cluster of 3 separate species, C21H34NO9 in total at a distorted geometry, with properties calculated with wB97M-V/def2-TZVPD.

Its molar mass is 444.50 g/mol. The max |F| is 1.71 eV/A. Its net charge is +1. The HOMO energy is -12.069 eV. Its energy is -42239.553 eV.

Last column: Löwdin charge in e.
Geometry (Å):
H  2.301  3.908  2.356  0.08
C  -1.367  0.810  -1.097  -0.07
H  -2.028  2.621  2.182  0.12
C  2.608  -4.592  2.710  -0.21
H  -4.636  0.213  -2.603  0.09
H  -2.765  0.367  -4.190  0.14
C  -2.812  3.051  -1.570  -0.01
C  5.591  5.828  -2.570  -0.03
H  -2.334  -0.888  0.596  0.14
H  6.356  5.056  -2.520  0.10
N  -2.761  2.058  -2.452  0.17
H  1.803  2.970  0.130  0.08
H  -2.606  -1.624  -1.922  0.09
H  -5.881  -0.914  -0.949  0.07
C  0.639  -6.756  6.327  -0.04
O  0.517  1.610  1.237  0.17
H  -0.300  -6.205  6.316  0.10
C  -0.562  -0.421  -0.762  -0.04
C  -1.407  1.824  -0.166  -0.02
H  3.511  2.771  0.458  0.13
H  1.828  5.213  1.247  0.08
H  -5.094  -1.222  -3.493  0.11
O  5.158  4.414  -0.376  0.13
H  -2.987  -2.088  -3.610  0.13
O  -1.448  1.854  2.277  0.15
C  4.239  4.622  -1.120  -0.61
H  0.912  -6.973  7.356  0.09
H  -2.235  3.783  0.293  0.15
H  5.828  6.641  -1.885  0.10
H  3.624  -4.263  2.499  0.12
O  0.732  -6.192  3.745  0.12
O  2.584  -4.943  4.098  0.04
H  0.535  -7.693  5.783  0.10
C  1.584  -5.744  4.466  -0.61
C  -0.677  1.743  1.157  -0.43
H  -5.495  -2.494  -1.672  0.08
H  -0.116  0.312  -4.084  0.10
H  5.547  6.218  -3.583  0.09
O  -0.846  -2.218  0.839  0.10
H  1.725  -3.150  1.372  0.07
C  -4.496  -0.870  -2.652  -0.22
H  -3.294  2.156  -3.309  0.19
H  -0.384  -1.378  -3.538  0.08
H  1.810  -2.623  3.066  0.08
C  -5.091  -1.526  -1.377  -0.08
C  -1.321  -1.252  0.303  -0.22
H  0.603  -3.799  2.573  0.07
O  2.975  4.228  -0.936  0.03
C  2.729  3.509  0.283  -0.22
C  -2.071  0.930  -2.276  -0.10
H  3.520  4.979  1.653  0.08
H  -3.405  3.916  -1.824  0.16
O  4.298  5.292  -2.270  0.00
C  2.586  4.455  1.457  -0.06
C  -2.177  -0.090  -3.388  -0.28
O  1.687  -5.954  5.777  0.01
C  -3.021  -1.290  -2.870  -0.13
H  0.378  -0.135  -0.287  0.13
H  2.415  -5.468  2.091  0.12
C  1.629  -3.476  2.408  -0.08
H  -4.316  -1.734  -0.639  0.05
C  -2.152  2.965  -0.407  0.04
C  -0.832  -0.506  -4.006  -0.03
H  -1.039  -0.809  -5.034  0.10
H  -0.298  -1.026  -1.619  0.11

***

# 3
Below is a structure of composition C21H35BFeO2P2 at a distorted geometry, with properties calculated with wB97M-V/def2-TZVPD.

Its molar mass is 448.11 g/mol. As for the expectation value of S²: 6.041. Its multiplicity is 5. The max |F| is 3.72 eV/A. Its net charge is 0. The HOMO energy (spin up / spin down) is -4.392 / -6.686 eV. Its energy is -80074.387 eV.

Last column: Löwdin charge in e.
Geometry (Å):
H  0.041  1.483  -1.223  0.03
C  -1.470  -1.045  -4.737  -0.18
C  -0.748  -1.863  -3.718  -0.13
H  -0.139  -0.694  -1.927  0.01
H  0.602  0.452  -5.575  0.11
C  -0.062  -1.177  2.823  -0.06
H  2.115  0.874  -4.778  0.11
H  -0.766  -4.508  -0.471  0.05
H  0.891  -1.457  3.303  0.08
H  2.823  -2.359  -0.672  0.05
O  -1.401  0.898  3.694  0.02
H  -2.038  1.016  -5.110  0.12
H  2.554  -1.226  -4.014  0.11
H  -0.372  -3.822  -2.076  0.02
C  0.633  -0.610  -1.171  -0.39
C  -0.718  -3.587  -1.064  -0.29
C  1.150  1.847  6.040  -0.02
C  0.615  0.849  -0.548  -0.36
H  1.065  -2.868  -3.190  0.08
H  -1.841  3.118  0.267  0.04
C  -0.872  0.994  -3.296  -0.12
H  0.935  2.146  8.142  0.09
O  0.998  1.057  3.723  0.02
C  2.061  -3.146  -0.670  -0.28
H  -0.874  -1.536  3.474  0.09
H  1.159  1.508  -2.834  0.11
C  1.557  -1.175  -4.479  -0.17
C  0.468  0.952  -3.482  -0.13
H  -2.833  0.299  -3.722  0.11
H  2.226  2.011  5.985  0.11
H  2.296  -3.874  0.116  0.04
H  -2.780  1.455  6.006  0.11
H  -1.722  -3.148  -1.108  0.04
H  -1.317  1.641  -2.533  0.11
H  -1.420  -2.429  -3.073  0.09
H  -2.400  -1.579  -4.981  0.12
P  0.440  -2.463  -0.250  0.87
Fe  -0.100  -0.555  0.579  0.12
C  0.593  -2.005  -3.677  -0.14
H  0.891  3.342  2.416  0.06
C  -1.862  0.368  -4.234  -0.17
C  0.406  1.942  7.210  -0.12
H  -0.164  -1.837  1.912  -0.05
H  2.019  -3.637  -1.647  0.03
C  -0.985  1.781  7.215  -0.12
H  1.648  1.217  -0.481  0.08
C  0.968  2.955  1.395  -0.20
H  -1.526  1.845  8.159  0.09
H  -2.065  2.825  2.034  0.06
H  -2.593  1.592  0.861  0.05
H  0.735  3.751  0.677  0.06
H  1.986  2.593  1.228  0.06
B  -0.154  0.458  2.906  -0.75
H  1.690  -1.615  -5.483  0.12
C  0.465  1.482  4.878  -0.24
C  -0.959  1.362  4.872  -0.24
C  1.171  0.319  -4.646  -0.17
C  -1.698  1.539  6.044  -0.02
C  -1.844  2.363  1.064  -0.22
P  -0.204  1.592  1.148  0.92
H  1.619  -0.743  -1.631  0.08
H  -0.895  -0.970  -5.668  0.10

***

# 4
Below is a structure of composition C21H35BO2OsP2 at a distorted geometry, with properties calculated with wB97M-V/def2-TZVPD.

Its molar mass is 582.50 g/mol. As for the expectation value of S²: 6.023. Its multiplicity is 5. The max |F| is 5.35 eV/A. Its net charge is +2. The HOMO energy (spin up / spin down) is -12.579 / -13.224 eV. Its energy is -48136.361 eV.

Last column: Löwdin charge in e.
Geometry (Å):
P  0.609  0.196  -1.952  0.77
H  -1.508  1.494  0.840  0.11
H  -2.833  1.987  -2.438  0.11
H  -3.383  1.329  0.375  0.13
H  0.142  -5.506  -0.876  0.07
H  0.217  -5.441  -2.663  0.09
H  -4.508  2.059  -0.797  0.13
C  -1.207  2.316  -1.067  -0.03
P  0.577  -3.304  -1.693  0.67
H  3.042  -3.206  -1.915  0.04
O  -0.338  -0.955  2.008  0.09
H  1.563  2.444  -1.389  0.05
C  -3.512  2.190  -0.334  -0.15
C  0.151  -2.323  -3.191  -0.35
H  -0.909  -2.026  -3.100  0.10
H  -4.476  3.846  0.716  0.14
H  0.400  3.822  0.386  0.15
H  -0.944  4.736  2.456  0.16
H  2.830  1.169  -1.523  0.05
H  2.851  0.923  4.410  0.13
C  -0.171  -4.924  -1.754  -0.20
H  0.492  2.813  1.847  0.15
C  -1.319  3.934  1.834  0.12
H  1.317  1.432  6.293  0.12
H  -0.985  0.603  6.283  0.11
H  1.370  -3.250  1.481  0.04
C  2.048  -2.925  0.683  -0.25
B  0.865  -0.834  1.209  -0.65
C  -2.618  3.569  1.696  0.07
C  -0.040  -0.477  3.246  -0.22
Os  1.220  -1.560  -0.699  0.91
H  -1.873  -0.747  4.391  0.12
H  -0.372  -1.731  -0.417  0.07
C  -0.203  3.211  1.082  -0.10
C  1.284  -0.002  3.246  -0.23
H  -3.130  3.134  2.577  0.18
H  -0.613  1.853  -3.501  0.04
H  0.836  1.068  -4.196  0.05
C  -0.352  0.417  5.416  -0.08
H  1.443  -0.716  -4.026  0.10
H  2.210  -3.821  -3.397  0.07
C  1.895  1.548  -1.934  -0.21
O  1.866  -0.179  2.036  0.10
H  -0.680  0.150  -4.073  0.05
H  2.472  -3.821  0.197  0.02
C  -0.869  -0.327  4.350  0.01
C  -3.450  3.556  0.424  -0.11
C  2.250  -3.856  -2.302  -0.22
H  0.076  1.191  0.237  0.05
H  -1.265  -4.817  -1.812  0.07
H  2.414  -4.879  -1.928  0.07
H  2.890  -2.401  1.160  0.03
H  2.162  -1.438  -2.578  0.06
C  1.172  -1.182  -3.077  -0.47
C  -0.699  1.992  0.311  -0.24
H  0.320  -3.007  -4.040  0.10
C  0.960  0.883  5.423  -0.07
C  -0.068  0.915  -3.587  -0.21
H  -3.048  4.307  -0.283  0.14
H  2.062  1.846  -2.973  0.05
C  -2.449  2.090  -1.443  -0.09
C  1.811  0.633  4.348  0.01

***

Which value of energy does entry 1 give?
-88830.486 eV